Entry 1:
Here is one molecule with the formula C5H10N2S in a non-equilibrium geometry from the OMol25 dataset. Energies are from ωB97M-V with the def2-TZVPD basis set.

```
18
Properties=species:S:1:pos:R:3:mulliken_charge:R:1
H 3.923 -0.013 0.189 0.250
N 3.154 0.708 0.169 -0.639
C 2.080 0.064 0.073 0.334
N 1.984 -1.361 -0.074 -0.451
C 0.755 0.848 0.044 -0.550
C -0.508 0.668 -0.068 0.892
C -1.514 1.850 -0.181 -1.174
S -1.214 -0.893 -0.387 -0.148
C -2.594 -0.629 0.619 -0.986
H 1.087 -1.830 -0.188 0.139
H 2.581 -2.133 0.364 0.223
H 0.887 1.965 0.408 0.111
H -2.226 1.586 -1.091 0.248
H -2.148 1.729 0.698 0.329
H -0.986 2.787 -0.289 0.422
H -2.984 -1.616 0.883 0.370
H -2.419 -0.199 1.592 0.390
H -3.560 -0.229 0.030 0.239
```

Summary:
Relative energy (zero: lowest compared OMol25 entry of this formula, charge and spin) in kJ/mol: 230.9
Frontier orbital gap in Ha: 0.338
LUMO energy in eV: 0.633
DFT total energy in Eh: -704.13587
SMILES: [H]/N=C(N)/C=C(/C)SC
Largest force on an atom in Eh/bohr: 0.117

=====

Entry 2:
Here is one molecule with the formula C5H10N2S in a non-equilibrium geometry from the OMol25 dataset. Energies are from ωB97M-V with the def2-TZVPD basis set.

```
18
Properties=species:S:1:pos:R:3:mulliken_charge:R:1
C -1.798 2.380 1.454 0.404
C 1.581 0.463 0.214 -1.314
C 0.811 -1.794 -0.522 -1.389
C -1.556 -0.128 -0.968 -0.749
C 0.831 -0.689 0.642 0.468
N -2.503 3.267 1.776 -0.552
N -0.802 1.731 1.097 -0.439
S -0.962 -0.259 0.721 0.092
H 1.289 0.869 -0.723 0.284
H 1.483 1.292 1.003 0.359
H 2.666 0.326 0.179 0.421
H 0.028 -2.529 -0.380 0.445
H 1.784 -2.302 -0.519 0.381
H 0.624 -1.395 -1.540 0.325
H -1.538 -1.140 -1.456 0.324
H -0.672 0.461 -1.546 0.192
H -2.385 0.533 -1.068 0.377
H 1.120 -1.087 1.637 0.372
```

Summary:
Relative energy (zero: lowest compared OMol25 entry of this formula, charge and spin) in kJ/mol: 417.6
Frontier orbital gap in Ha: 0.288
LUMO energy in eV: -0.293
DFT total energy in Eh: -704.06474
Largest force on an atom in Eh/bohr: 0.116

=====

Entry 3:
Here is one molecule with the formula C5H10N2S in a non-equilibrium geometry from the OMol25 dataset. Energies are from ωB97M-V with the def2-TZVPD basis set.

```
18
Properties=species:S:1:pos:R:3:mulliken_charge:R:1
C -2.387 -1.585 -0.138 -0.866
C -1.592 -0.545 0.133 -0.389
C -0.061 -0.479 -0.081 0.691
N 0.467 -1.616 0.064 -0.588
S 2.141 -1.510 -0.437 -0.265
C 0.755 0.667 -0.333 0.172
C 1.178 1.302 0.977 -1.129
N 0.080 1.752 -1.188 -0.796
H -1.874 -2.498 -0.275 0.340
H -3.387 -1.592 0.093 0.354
H -2.124 0.383 0.147 0.327
H 2.525 -2.751 0.439 0.190
H 1.586 0.469 -0.957 0.305
H 1.718 2.261 0.755 0.379
H 0.275 1.616 1.662 0.281
H 1.927 0.691 1.423 0.344
H -0.452 2.320 -0.562 0.328
H -0.776 1.116 -1.723 0.321
```

Summary:
Relative energy (zero: lowest compared OMol25 entry of this formula, charge and spin) in kJ/mol: 387.3
Frontier orbital gap in Ha: 0.335
LUMO energy in eV: 0.473
DFT total energy in Eh: -704.07630
SMILES: C=C/C(=N/S)[C@H](C)N
Largest force on an atom in Eh/bohr: 0.106

=====

Entry 4:
Here is one molecule with the formula C5H10N2S2 in a non-equilibrium geometry from the OMol25 dataset. Energies are from ωB97M-V with the def2-TZVPD basis set.

```
19
Properties=species:S:1:pos:R:3:mulliken_charge:R:1
C 0.388 1.945 0.445 0.601
C -0.143 3.213 -1.583 -0.672
C -0.356 -2.912 -1.759 -0.707
C 0.426 -0.772 2.934 -0.882
C -0.036 -1.121 0.180 -0.600
N 0.877 1.408 1.428 -0.540
N -0.298 2.501 -0.377 -0.301
S 0.258 -1.152 -1.612 -0.046
S 1.062 -0.406 1.222 0.132
H -0.310 2.588 -2.493 0.259
H -0.854 4.093 -1.666 0.260
H 0.866 3.629 -1.805 0.289
H -0.565 -3.083 -0.708 0.271
H 0.431 -3.519 -2.209 0.276
H -1.331 -2.776 -2.461 0.221
H 1.127 -0.518 3.719 0.362
H 0.102 -1.866 3.105 0.323
H -0.565 -0.332 3.296 0.323
H -1.078 -0.918 0.344 0.430
```

Summary:
Relative energy (zero: lowest compared OMol25 entry of this formula, charge and spin) in kJ/mol: 403.6
Frontier orbital gap in Ha: 0.311
LUMO energy in eV: 0.766
DFT total energy in Eh: -1102.24513
Largest force on an atom in Eh/bohr: 0.064

=====

Entry 5:
Here is an isolated ion of composition C5H10N3 and charge +1 in a non-equilibrium geometry from the OMol25 dataset. Energies are from ωB97M-V with the def2-TZVPD basis set.

```
18
Properties=species:S:1:pos:R:3:mulliken_charge:R:1
C -1.636 1.532 -0.112 -0.613
C 2.901 0.016 -0.034 -0.105
C -0.889 -0.700 0.154 -0.616
C -2.378 -0.725 0.205 -0.429
C 0.801 1.165 -0.337 -0.720
N 1.919 0.569 0.521 0.037
N -0.478 0.799 -0.093 0.247
N -2.687 0.812 0.067 0.007
H 2.855 -0.220 -1.068 0.269
H 3.678 -0.396 0.512 0.310
H -0.364 -1.080 1.044 0.297
H -0.283 -1.300 -0.494 0.406
H -2.835 -1.237 -0.660 0.277
H -2.681 -1.227 1.126 0.283
H 0.784 2.258 -0.367 0.388
H 1.948 0.876 1.519 0.341
H 1.113 0.999 -1.344 0.428
H -3.634 0.982 -0.091 0.192
```

Summary:
Relative energy (zero: lowest compared OMol25 entry of this formula, charge and spin) in kJ/mol: 423.8
Frontier orbital gap in Ha: 0.236
LUMO energy in eV: -5.355
DFT total energy in Eh: -360.41367
Largest force on an atom in Eh/bohr: 0.123
Charge: +1

=====

Entry 6:
Here is an isolated ion of composition C5H10N3 and charge +1 in a non-equilibrium geometry from the OMol25 dataset. Energies are from ωB97M-V with the def2-TZVPD basis set.

```
18
Properties=species:S:1:pos:R:3:mulliken_charge:R:1
C -1.249 -2.247 -0.101 -1.005
C -1.342 -0.739 -0.049 0.675
N -2.413 -0.049 -0.104 -0.531
C -2.072 1.307 -0.045 -0.518
C -0.715 1.405 0.056 -0.246
N -0.279 0.130 0.136 0.094
C 1.405 0.116 0.509 -0.698
N 2.234 0.844 -0.502 -0.306
H -0.254 -2.521 0.202 0.232
H -1.915 -2.818 0.521 0.340
H -1.465 -2.505 -1.108 0.256
H -2.648 2.231 -0.059 0.351
H 0.084 2.053 0.415 0.362
H 1.671 -0.985 0.691 0.358
H 1.484 0.635 1.411 0.465
H 3.295 0.866 -0.223 0.408
H 2.211 0.446 -1.462 0.365
H 1.971 1.830 -0.288 0.400
```

Summary:
Relative energy (zero: lowest compared OMol25 entry of this formula, charge and spin) in kJ/mol: 358.1
Frontier orbital gap in Ha: 0.294
LUMO energy in eV: -4.385
DFT total energy in Eh: -360.43871
SMILES: Cc1nccn1C[NH3+]
Largest force on an atom in Eh/bohr: 0.113
Charge: +1

=====

Entry 7:
Here is an isolated ion of composition C5H10N3 and charge +1 in a non-equilibrium geometry from the OMol25 dataset. Energies are from ωB97M-V with the def2-TZVPD basis set.

```
18
Properties=species:S:1:pos:R:3:mulliken_charge:R:1
C 1.227 -0.148 1.173 -0.796
C 0.982 -0.553 -0.136 0.117
C 0.321 0.492 1.909 0.367
C -1.074 -1.351 -1.151 -0.801
C -0.044 0.729 -1.843 -0.896
N -1.096 0.590 0.138 -1.040
N 0.031 1.057 3.001 -0.320
N -0.306 -0.085 -0.680 0.760
H 2.096 -0.333 1.630 0.479
H 1.797 -0.944 -0.893 0.354
H -0.810 -1.756 -2.097 0.338
H -0.972 -2.109 -0.426 0.362
H -2.104 -1.030 -1.112 0.379
H 0.572 1.701 -1.697 0.271
H 0.532 0.131 -2.436 0.500
H -0.950 0.967 -2.315 0.368
H 0.678 1.100 3.808 0.264
H -0.878 1.541 3.126 0.296
```

Summary:
Relative energy (zero: lowest compared OMol25 entry of this formula, charge and spin) in kJ/mol: 839.3
Frontier orbital gap (spin up / spin down) in Ha: 0.291 / 0.228
LUMO energy (spin up / spin down) in eV: -4.972 / -5.371
DFT total energy in Eh: -360.25543
Largest force on an atom in Eh/bohr: 0.131
Charge: +1

=====

Entry 8:
Here is an isolated ion of composition C5H10N3 and charge +1 in a non-equilibrium geometry from the OMol25 dataset. Energies are from ωB97M-V with the def2-TZVPD basis set.

```
18
Properties=species:S:1:pos:R:3:mulliken_charge:R:1
C -0.923 -0.375 1.263 -1.282
C -0.248 0.083 -0.041 0.812
N -1.260 0.331 -1.174 -0.630
C 0.623 -0.959 -0.734 -1.113
C 1.912 -1.016 -0.094 -0.054
N 2.537 0.066 0.138 -0.393
C 1.879 1.222 0.113 -0.070
N 0.551 1.331 0.201 -0.118
H -0.507 0.102 2.137 0.416
H -0.627 -1.404 1.392 0.344
H -2.076 -0.116 1.265 0.301
H -1.980 1.063 -1.012 0.280
H -0.654 0.692 -1.909 0.295
H 0.596 -0.819 -1.863 0.436
H -0.018 -1.806 -0.668 0.528
H 2.332 -1.905 0.098 0.529
H 2.612 1.980 -0.070 0.415
H 0.251 2.329 0.361 0.303
```

Summary:
Relative energy (zero: lowest compared OMol25 entry of this formula, charge and spin) in kJ/mol: 269.8
Frontier orbital gap in Ha: 0.327
LUMO energy in eV: -5.649
DFT total energy in Eh: -360.47235
SMILES: C[C@]1(N)CC=NC=[NH+]1
Largest force on an atom in Eh/bohr: 0.073
Charge: +1